Record 1
{
  "formula": "C20H27ClF6NO15S",
  "method": "ωB97M-V/def2-TZVPD",
  "total_energy_ev": -93037.126,
  "multiplicity": 1,
  "lumo_energy_ev": -3.50,
  "orbital_gap_ha": 0.326,
  "charge": 1,
  "elements": ["C", "C", "F", "N", "S", "C", "C", "C", "Cl", "H", "H", "H", "H", "H", "H", "H", "H", "H", "H", "H", "H", "C", "C", "O", "C", "O", "O", "F", "H", "H", "H", "C", "C", "O", "C", "O", "O", "F", "H", "H", "H", "C", "C", "O", "C", "O", "O", "F", "H", "H", "H", "C", "C", "O", "C", "O", "O", "F", "H", "H", "H", "C", "C", "O", "C", "O", "O", "F", "H", "H", "H"],
  "coordinates": [[-1.4106, -0.6912, -0.4936], [-2.3174, 0.4965, -0.4392], [-1.6563, 1.6489, -0.0435], [-3.4460, 0.3028, 0.5739], [-2.8784, 0.6812, 2.2294], [-4.7303, 1.0278, 0.1860], [-5.6040, 0.1318, -0.6855], [-6.6553, -0.5867, 0.1300], [-5.8303, -1.6240, 1.3550], [-1.9698, -1.6251, -0.4698], [-0.7099, -0.6716, 0.3395], [-0.8574, -0.6876, -1.4274], [-2.8228, 0.7341, -1.3757], [-3.6650, -0.6973, 0.5889], [-3.4253, -0.4373, 2.7283], [-4.4451, 1.9531, -0.3041], [-5.1987, 1.2929, 1.1265], [-6.0624, 0.7310, -1.4705], [-4.9972, -0.6245, -1.1950], [-7.2893, 0.1022, 0.6808], [-7.2763, -1.2462, -0.4649], [2.5210, -3.8323, -2.5963], [2.1743, -4.9323, -1.6052], [0.9202, -4.4838, -1.0905], [0.3530, -3.6562, -1.9846], [-0.7730, -3.2652, -1.9273], [1.2262, -3.3251, -2.9550], [3.0560, -5.0056, -0.5878], [3.0885, -3.0471, -2.0948], [3.0351, -4.1753, -3.4879], [2.0273, -5.9132, -2.0487], [1.0996, 1.5333, 3.0929], [0.8834, 2.9004, 2.4684], [2.1945, 3.3794, 2.3114], [3.0458, 2.3136, 2.2563], [4.1808, 2.3739, 1.9343], [2.3871, 1.1802, 2.5959], [0.1787, 3.7328, 3.2791], [1.1333, 1.6169, 4.1808], [0.3696, 0.7891, 2.7877], [0.3908, 2.8857, 1.4925], [-3.1626, 4.6143, 2.0761], [-4.0461, 5.4093, 3.0300], [-5.3482, 5.1972, 2.4945], [-5.3481, 4.0788, 1.7530], [-6.2963, 3.5162, 1.3127], [-4.0768, 3.6338, 1.5715], [-3.7684, 6.7239, 3.0095], [-2.8356, 5.2613, 1.2607], [-2.3140, 4.1322, 2.5518], [-4.0381, 5.0616, 4.0643], [1.1164, -7.6986, -6.3285], [2.5607, -7.5352, -5.8807], [2.4160, -7.1828, -4.5145], [1.2010, -7.6129, -4.0730], [0.8734, -7.6095, -2.9322], [0.4494, -8.0285, -5.1062], [3.1905, -6.5294, -6.5268], [0.7418, -6.7416, -6.6955], [0.9509, -8.4839, -7.0578], [3.1739, -8.4348, -5.9457], [6.9626, 3.9590, 2.9161], [6.7149, 5.3137, 2.2765], [8.0180, 5.7953, 2.0474], [8.8796, 4.7367, 1.9973], [10.0024, 4.7995, 1.6352], [8.2439, 3.6093, 2.3933], [6.0598, 6.1644, 3.1068], [7.0326, 4.0814, 3.9989], [6.2288, 3.2093, 2.6454], [6.1728, 5.2795, 1.3294]],
  "lowdin_charge": [-0.0015, -0.3583, -0.0084, -0.3529, 0.9461, -0.1924, -0.2260, -0.5005, 0.6245, 0.0922, 0.0932, 0.1000, 0.1653, 0.0625, -0.1023, 0.1269, 0.0876, 0.1334, 0.1204, 0.0883, 0.0841, -0.0274, -0.2911, 0.1466, -0.5591, 0.1383, 0.0750, 0.0906, 0.1444, 0.1389, 0.1387, -0.0527, -0.3190, 0.1444, -0.5266, 0.1906, 0.0817, 0.0661, 0.1503, 0.1136, 0.1633, -0.0346, -0.2921, 0.1604, -0.5510, 0.1749, -0.0083, 0.1010, 0.1515, 0.1195, 0.1771, -0.0345, -0.3038, 0.1186, -0.5479, 0.1751, 0.0856, 0.0803, 0.1460, 0.1429, 0.1751, -0.0496, -0.3169, 0.1319, -0.5465, 0.1901, 0.0733, 0.0687, 0.1461, 0.1076, 0.1710]
}


Record 2
{
  "formula": "C20H27CoN3OP",
  "method": "ωB97M-V/def2-TZVPD",
  "de_lowest_kj_mol": 3.0,
  "total_energy_ev": -74597.192,
  "multiplicity": 1,
  "lumo_energy_ev": [-8.11, -8.11],
  "orbital_gap_ha": [0.227, 0.227],
  "charge": 2,
  "elements": ["Co", "C", "C", "N", "N", "C", "O", "C", "C", "C", "C", "C", "C", "C", "C", "C", "C", "C", "N", "H", "H", "H", "H", "H", "H", "H", "H", "H", "H", "H", "H", "C", "C", "P", "C", "C", "C", "C", "H", "H", "H", "H", "H", "H", "H", "H", "H", "H", "H", "H", "H", "H", "H"],
  "coordinates": [[-0.8866, 0.6686, 0.6031], [2.9101, 1.4704, 1.9285], [1.5379, 1.5004, 1.3673], [0.8103, 0.4509, 1.1865], [1.1761, -0.8207, 1.5029], [0.1127, -1.5896, 1.4263], [-1.0510, -1.0941, 1.0286], [0.1844, -3.0047, 1.7637], [1.3922, -3.5647, 2.1919], [1.4515, -4.9110, 2.4952], [0.3123, -5.7005, 2.3801], [-0.8911, -5.1463, 1.9621], [-0.9596, -3.7998, 1.6541], [0.8197, 2.7491, 1.0286], [1.3634, 4.0052, 1.1751], [0.5591, 5.1196, 0.9377], [-0.7623, 4.9324, 0.5798], [-1.2385, 3.6365, 0.4357], [-0.4692, 2.5686, 0.6357], [3.2222, 0.4463, 2.1068], [2.9386, 2.0235, 2.8700], [3.6095, 1.9512, 1.2415], [2.2699, -2.9408, 2.2866], [2.3825, -5.3490, 2.8273], [0.3623, -6.7533, 2.6237], [-1.7744, -5.7648, 1.8836], [-1.8961, -3.3593, 1.3409], [2.3918, 4.1210, 1.4867], [0.9646, 6.1163, 1.0491], [-1.4267, 5.7673, 0.4099], [-2.2654, 3.4559, 0.1487], [0.4183, -2.0128, -3.1074], [0.4114, -1.5308, -1.6500], [-0.4956, 0.0197, -1.4465], [-2.2757, -0.2351, -1.6995], [-3.0302, 0.7010, -0.7457], [0.1900, 1.1649, -2.6705], [-0.2590, 2.6221, -2.6682], [0.9285, -2.9734, -3.1497], [0.9495, -1.3332, -3.7700], [-0.5926, -2.1616, -3.4894], [1.4262, -1.3747, -1.2761], [-0.0653, -2.2707, -1.0066], [-2.4858, -1.2772, -1.4542], [-2.5723, -0.0557, -2.7338], [-2.8047, 0.5304, 0.3390], [-4.0995, 0.4873, -0.7515], [-2.9051, 1.7492, -1.0044], [-0.0789, 0.6899, -3.6200], [1.2780, 1.0836, -2.5889], [-1.3452, 2.7229, -2.7012], [0.1350, 3.1100, -3.5582], [0.1225, 3.1598, -1.8048]],
  "lowdin_charge": [0.4806, 0.0250, -0.1831, -0.0497, 0.1394, -0.3856, -0.1190, -0.1670, -0.0084, -0.0443, -0.0355, -0.0463, -0.0123, -0.1821, 0.0444, 0.0187, 0.0051, -0.0768, 0.0247, 0.0885, 0.1157, 0.1102, 0.1149, 0.1181, 0.1204, 0.1173, 0.1167, 0.1339, 0.1366, 0.1326, 0.1225, -0.0994, -0.3311, 1.0490, -0.2929, -0.1114, -0.3269, -0.1043, 0.0954, 0.0744, 0.0860, 0.1044, 0.0861, 0.1087, 0.1133, 0.0782, 0.1164, 0.0630, 0.1002, 0.1081, 0.0798, 0.0955, 0.0521]
}


Record 3
{
  "formula": "C20H27CrN9O3S",
  "method": "ωB97M-V/def2-TZVPD",
  "de_lowest_kj_mol": 0.0,
  "total_energy_ev": -79988.725,
  "multiplicity": 5,
  "lumo_energy_ev": [0.02, -0.19],
  "orbital_gap_ha": [0.158, 0.238],
  "charge": 0,
  "elements": ["Cr", "N", "C", "S", "N", "N", "C", "C", "C", "C", "C", "C", "N", "H", "H", "H", "H", "H", "H", "H", "C", "O", "C", "C", "C", "C", "C", "C", "O", "C", "O", "C", "H", "H", "H", "H", "H", "H", "H", "H", "H", "C", "N", "C", "C", "N", "N", "C", "N", "N", "H", "H", "H", "H", "H", "H", "H", "H", "H", "H", "H"],
  "coordinates": [[-0.2942, -0.4997, 0.5465], [-1.9711, -3.5213, 3.4236], [-1.2945, -2.7077, 2.5552], [-1.7492, -1.0451, 2.3366], [-0.2956, -3.3351, 1.9377], [0.3674, -2.5616, 1.0893], [1.3779, -2.9271, 0.3168], [1.8395, -2.0871, -0.7559], [2.7729, -2.5450, -1.7164], [3.1150, -1.7557, -2.8044], [2.4256, -0.5217, -2.9691], [1.5544, -0.1167, -1.9707], [1.2128, -0.8923, -0.9248], [-2.6407, -3.1256, 4.0889], [-1.4813, -4.3487, 3.7128], [1.8888, -3.8724, 0.4947], [3.1107, -3.5733, -1.6142], [3.8972, -2.0939, -3.5066], [2.6064, 0.1599, -3.8380], [1.0245, 0.8241, -1.9542], [4.9651, 1.9004, 4.6303], [4.1326, 2.9807, 4.1007], [3.1129, 2.7404, 3.1977], [2.5502, 3.9094, 2.6162], [1.4751, 3.7925, 1.7090], [0.8987, 2.5600, 1.4004], [-0.2414, 2.4349, 0.4997], [-0.9946, 3.6492, 0.1979], [-0.6818, 1.3264, 0.0391], [1.5342, 1.4114, 1.9722], [1.1686, 0.1787, 1.6932], [2.5915, 1.5261, 2.8702], [5.8138, 2.3720, 5.1593], [5.3149, 1.2365, 3.8336], [4.3669, 1.3206, 5.3477], [2.9514, 4.8751, 2.9291], [1.1543, 4.7270, 1.2044], [-1.1188, 4.3090, 1.0687], [-1.9630, 3.3899, -0.2316], [-0.4914, 4.3587, -0.5093], [3.0522, 0.6349, 3.3031], [-4.5061, -0.8954, -0.1554], [-3.9226, -0.5038, -1.4255], [-4.8396, -0.3486, -2.5717], [-2.6072, -0.7090, -1.5948], [-1.8387, -1.2007, -0.6220], [-2.0248, -0.2556, -2.7915], [-1.0712, -0.9816, -3.5079], [-0.5535, -0.2773, -4.5705], [-0.8071, -2.1795, -3.2020], [-5.5092, -0.4835, -0.1316], [-3.8746, -0.5283, 0.6834], [-4.5318, -1.9890, -0.0414], [-4.9375, 0.7522, -2.8628], [-5.7837, -0.8310, -2.2642], [-4.4752, -0.8612, -3.4958], [-2.4235, -1.6575, 0.0836], [-2.4187, 0.5679, -3.1603], [-0.7609, 0.7050, -4.7305], [0.0320, -0.7833, -5.2066], [-0.2041, -2.6274, -3.9122]],
  "lowdin_charge": [0.6623, 0.0380, -0.8216, 0.6712, -0.0144, -0.1458, -0.0973, -0.2883, -0.0499, -0.1003, -0.1251, -0.1633, -0.0062, 0.0831, 0.0816, 0.1099, 0.1057, 0.0999, 0.0974, 0.1000, -0.0471, -0.0958, -0.2655, -0.0003, -0.0297, -0.1046, -0.3129, -0.0169, -0.1118, -0.2814, -0.1634, 0.0489, 0.0939, 0.0904, 0.0917, 0.1120, 0.1187, 0.0996, 0.0906, 0.1132, 0.1306, -0.0493, -0.1441, -0.0384, -0.3777, 0.0323, 0.1425, -0.5665, 0.1346, 0.1497, 0.0890, 0.0540, 0.1103, 0.1043, 0.0884, 0.0964, -0.0043, 0.1196, 0.0999, 0.0950, 0.0672]
}